[1]
Density functional theory data (wB97M-V/def2-TZVPD) for a cluster of 12 separate species, C48H82O29 in total.

Structure (XYZ):
```
159
Properties=species:S:1:pos:R:3:lowdin_charge:R:1
C -0.10015 -1.22995 4.28283 -0.0406
C 0.48617 -0.07312 5.10081 -0.1647
O 1.46218 0.63340 4.27550 0.0214
C 2.19534 1.52837 4.89097 -0.6563
O 2.08175 1.88850 6.02620 0.1380
O 3.03409 2.09092 4.01602 -0.0076
C 4.31209 2.33905 4.56885 -0.0352
H -1.09889 -1.52452 4.66818 0.0684
H 0.48444 -2.09536 4.26410 0.0524
H -0.15130 -0.85535 3.25079 0.0747
H 1.02961 -0.32253 6.05110 0.1397
H -0.32739 0.69531 5.27257 0.1352
H 4.59509 1.55708 5.19309 0.0829
H 4.45412 3.33361 4.99128 0.1045
H 5.00599 2.22708 3.74518 0.0833
C -4.47157 4.58035 -2.66405 -0.0376
C -3.40981 4.00330 -1.74595 -0.1678
O -3.64688 2.56983 -1.75023 0.0111
C -3.01625 1.81768 -2.61571 -0.6418
O -2.03117 2.21642 -3.14543 0.1319
O -3.68530 0.69110 -2.85052 0.0237
C -2.91361 -0.20867 -3.63130 -0.0389
H -4.12466 4.43821 -3.65063 0.0628
H -4.70477 5.60487 -2.51669 0.0625
H -5.44685 4.00836 -2.39568 0.1225
H -3.56434 4.36408 -0.77874 0.0944
H -2.34378 4.13042 -1.96990 0.1286
H -3.69379 -0.89968 -3.86607 0.0952
H -2.06781 -0.71684 -3.17622 0.0903
H -2.49853 0.25848 -4.50662 0.0884
C -9.48946 -1.64238 2.70188 -0.0655
C -8.16653 -1.00168 2.28715 -0.2211
O -7.73984 -1.74597 1.15035 0.0096
C -6.73665 -1.23982 0.35805 -0.5609
O -6.06673 -1.95645 -0.32717 0.1460
O -6.70266 0.09156 0.39822 -0.0111
C -5.82798 0.77591 -0.47648 -0.0272
H -9.29069 -2.69593 2.69277 0.0670
H -10.30339 -1.39860 2.08217 0.0588
H -9.83129 -1.41139 3.71723 0.0839
H -7.44493 -1.09971 3.10544 0.1238
H -8.43059 0.06039 1.99511 0.1396
H -5.97359 0.54991 -1.46654 0.0702
H -4.81481 0.46561 -0.23847 0.0824
H -5.91656 1.82276 -0.33613 0.0916
C 1.76798 -3.29296 0.63836 -0.0267
C 2.14215 -2.71422 -0.76266 -0.1549
O 3.44412 -3.12059 -1.26468 0.0135
C 3.60410 -4.38654 -1.55990 -0.5885
O 2.76105 -5.26644 -1.41398 0.1001
O 4.85493 -4.54667 -2.05532 -0.0017
C 5.05701 -5.92227 -2.46258 -0.0374
H 2.36129 -2.84676 1.41414 0.0723
H 1.80755 -4.34709 0.62713 0.0560
H 0.70610 -3.12577 0.77982 0.0604
H 2.19303 -1.59762 -0.77448 0.1150
H 1.39494 -2.99187 -1.48226 0.1085
H 4.99613 -6.61417 -1.59235 0.1117
H 5.99455 -5.95870 -2.94699 0.0729
H 4.33407 -6.23214 -3.22453 0.0990
C -3.87358 -0.20779 2.55517 -0.0517
C -2.87078 -0.63760 1.61855 -0.1898
O -1.92400 0.48826 1.39135 0.0448
C -1.06976 0.31754 0.41663 -0.6189
O -0.85555 -0.74798 -0.11988 0.1196
O -0.51011 1.47715 0.09893 0.0065
C 0.51804 1.51299 -0.89700 -0.0153
H -4.50868 0.47710 2.01297 0.0711
H -3.42657 0.33137 3.36028 0.0881
H -4.54732 -1.00500 2.90041 0.0789
H -3.17578 -1.02263 0.69632 0.0863
H -2.32335 -1.51482 1.98190 0.1200
H 0.59663 2.58458 -1.19185 0.0970
H 0.28540 0.95469 -1.75185 0.0542
H 1.43464 1.13549 -0.52677 0.0852
O 4.96536 2.47374 -3.94550 0.0705
C 5.28493 1.34653 -3.60625 -0.4463
C 6.63472 0.86166 -3.15823 -0.0674
C 6.49520 -0.63670 -3.08102 -0.1323
C 5.00216 -0.84067 -3.01019 -0.1366
O 4.34416 0.36544 -3.49653 0.0316
H 7.38114 1.21507 -3.89153 0.1420
H 6.71816 1.39183 -2.17934 0.1357
H 6.81858 -1.12318 -3.99212 0.1185
H 6.97302 -1.13160 -2.21652 0.1286
H 4.63962 -1.65181 -3.58241 0.1147
H 4.65815 -1.06016 -2.00004 0.0913
O 6.86769 -0.25510 3.32195 0.1243
C 6.27327 -0.13351 2.30684 -0.5282
C 6.65266 0.75759 1.04357 -0.0222
C 5.30038 0.80760 0.26282 -0.1356
C 4.78741 -0.55255 0.66502 -0.1398
O 5.18591 -0.81227 2.04293 0.0473
H 6.93605 1.77824 1.33547 0.1157
H 7.48846 0.26127 0.52779 0.1233
H 4.68164 1.63879 0.55885 0.1044
H 5.40610 0.82834 -0.78827 0.0616
H 3.69671 -0.64512 0.62034 0.1168
H 5.27650 -1.34664 0.10599 0.1214
O 5.76784 4.35176 0.24975 0.1200
C 4.77914 4.41933 -0.41082 -0.4983
C 4.00360 5.74366 -0.80321 -0.0311
C 3.61586 5.27290 -2.21534 -0.1557
C 3.27949 3.79832 -1.97920 -0.1461
O 4.28661 3.37997 -1.05165 0.0145
H 3.03833 5.83737 -0.25713 0.1227
H 4.66419 6.62639 -0.75039 0.1263
H 2.74380 5.86450 -2.59164 0.1292
H 4.31431 5.39187 -2.99759 0.0994
H 2.23031 3.71937 -1.58526 0.1191
H 3.43601 3.23041 -2.86473 0.0766
O 0.01512 5.31505 0.12234 0.0971
C -0.43822 4.80122 1.11405 -0.4811
C 0.35496 4.12649 2.18283 -0.0643
C -0.72566 3.72413 3.21348 -0.1270
C -2.06512 3.78441 2.44369 -0.1184
O -1.76714 4.82076 1.45779 -0.0129
H 0.79884 3.20926 1.77150 0.1267
H 1.07922 4.79601 2.51656 0.1072
H -0.68107 2.75442 3.64244 0.0805
H -0.69717 4.50165 4.08303 0.1508
H -2.25257 2.83915 1.87734 0.1142
H -2.93630 4.13841 3.06088 0.1395
O 1.96244 -1.16926 -4.86754 0.1043
C 1.94618 -0.02079 -5.21014 -0.5204
C 1.20073 1.04922 -4.46067 -0.1049
C 1.15244 2.19213 -5.43853 -0.1259
C 2.49360 1.89175 -6.24401 -0.0957
O 2.67233 0.41924 -6.26432 0.0298
H 0.21804 0.59700 -4.27921 0.1158
H 1.63224 1.23109 -3.49592 0.1016
H 0.23636 2.19979 -6.07033 0.1215
H 1.24434 3.18937 -4.95304 0.1180
H 2.60260 2.24224 -7.26579 0.1171
H 3.27718 2.34043 -5.57533 0.1068
O -2.08019 -4.75592 1.68001 0.1075
C -2.11664 -4.35759 0.53635 -0.4300
C -1.34241 -4.88332 -0.66750 -0.0566
C -2.23152 -4.57965 -1.85293 -0.1181
C -3.07893 -3.42986 -1.35279 -0.1430
O -2.95146 -3.38216 0.07717 0.0091
H -0.41932 -4.38981 -0.70749 0.0814
H -1.18853 -5.90687 -0.32781 0.1366
H -1.60247 -4.15910 -2.66223 0.1279
H -2.74902 -5.42454 -2.18653 0.0984
H -2.78504 -2.52922 -1.85004 0.0910
H -4.15043 -3.47310 -1.58346 0.1262
O -3.20547 -2.23609 4.61019 0.1129
C -3.79281 -3.15466 4.14944 -0.4917
C -3.42554 -4.62023 4.39599 -0.0683
C -4.77303 -5.30745 4.14628 -0.1366
C -5.46781 -4.24630 3.19651 -0.1747
O -5.00967 -2.98599 3.60055 -0.0008
H -2.56241 -4.99602 3.86619 0.0967
H -3.27675 -4.61469 5.50667 0.1381
H -4.79408 -6.28915 3.58679 0.1265
H -5.41745 -5.45028 5.04014 0.1138
H -5.21015 -4.43299 2.10969 0.1363
H -6.59628 -4.34500 3.29915 0.1363
```

As for the spin multiplicity: 1. The total charge is 0. The structure (SMILES) is CCOC(=O)OC.CCOC(=O)OC.CCOC(=O)OC.CCOC(=O)OC.CCOC(=O)OC.O=C1CCCO1.O=C1CCCO1.O=C1CCCO1.O=C1CCCO1.O=C1CCCO1.O=C1CCCO1.O=C1CCCO1.

[2]
Density functional theory data (wB97M-V/def2-TZVPD) for the molecule C4H4OS.

Structure (XYZ):
```
10
Properties=species:S:1:pos:R:3:lowdin_charge:R:1
C 0.65538 2.15200 -0.06408 0.1828
C -0.06753 1.18395 0.00357 -0.1858
C -0.88612 0.03480 -0.06563 -0.7874
S -2.48339 0.15722 -0.14911 0.8042
C -0.18675 -1.30150 0.12745 -0.2782
O 1.13689 -1.19528 -0.31840 -0.0476
H 1.31576 2.97212 -0.10466 0.0407
H -0.19247 -1.61955 1.17707 0.1285
H -0.69601 -2.06720 -0.45415 0.1160
H 1.40424 -0.31654 -0.15205 0.0269
```

As for the spin multiplicity: 1. The total charge is 0. The structure (SMILES) is C#CC(=S)CO.

Table of E_tot (Eh), in record order: -4060.1813, -628.1385
Table of E_HOMO (eV), in record order: -9.93, -9.14
Table of HOMO-LUMO gap (eV), in record order: 10.44, 8.00